(1)
A cluster of 12 separate species, C5H32O12 in total in a non-equilibrium geometry, computed with ωB97M-V/def2-TZVPD.

Results
SMILES: C=CCCCO.O.O.O.O.O.O.O.O.O.O.O
Energy above the lowest of the compared OMol25 structures with the same formula, charge and spin in kcal/mol: 32.13
E_HOMO in hartree: -0.3468
Lowest unoccupied orbital energy in eV: 0.20

Geometry as ORCA input:
```
! wB97M-V def2-TZVPD RIJCOSX def2/J DEFGRID3
* xyz 0 1
O 3.269 -1.627 -0.615
O 0.710 -3.236 -2.233
O -0.308 3.791 1.845
O 0.758 -2.160 2.539
O -1.359 2.676 -1.223
O 0.458 1.502 -3.005
O 1.738 -0.843 -2.592
O -1.068 -2.279 -0.557
O -0.693 -0.097 3.906
O -2.244 0.782 -3.199
O 0.801 2.145 3.755
O 2.918 -0.766 1.978
C -2.394 -1.838 -0.778
C -2.635 -0.423 -0.133
C 0.918 1.047 0.075
C -0.126 0.257 -0.208
C -1.418 0.263 0.542
H 1.244 1.842 -3.424
H 1.066 -4.114 -2.165
H -1.299 -0.090 1.596
H -1.660 1.797 -1.380
H -2.572 -1.958 -1.839
H -1.578 1.410 -3.524
H -0.867 -2.429 0.374
H -0.269 0.783 3.884
H 2.479 0.017 2.271
H 1.870 1.067 -0.457
H 1.533 2.728 3.894
H -1.378 3.586 -1.543
H 1.677 -1.937 2.320
H -0.100 -0.718 3.485
H -3.470 -0.615 0.535
H 4.216 -1.593 -0.743
H 0.587 3.625 1.590
H -1.798 0.099 -2.717
H 0.804 -0.566 -2.639
H 1.658 -1.826 -2.611
H -2.963 -2.605 -0.241
H 0.737 -2.877 3.215
H 2.804 -1.268 -1.405
H 0.052 2.691 3.383
H -3.077 0.166 -0.990
H 0.955 1.408 1.112
H -0.911 3.276 1.299
H 0.389 2.060 -2.143
H 2.850 -1.011 1.045
H -0.164 -3.147 -1.731
H -0.201 -0.287 -1.189
H -1.937 1.290 0.640
*
```

Mulliken population analysis, charges in e, atoms 1 to 6:
1 O -0.709
2 O -0.669
3 O -0.781
4 O -0.628
5 O -0.625
6 O -0.633


(2)
A cluster of 11 separate species, C5H33NO10 in total in a non-equilibrium geometry, computed with ωB97M-V/def2-TZVPD.

Results
SMILES: CNCC(C)C.O.O.O.O.O.O.O.O.O.O
Energy above the lowest of the compared OMol25 structures with the same formula, charge and spin in kcal/mol: 51.65
E_HOMO in hartree: -0.3089
Lowest unoccupied orbital energy in eV: 0.02

Geometry as ORCA input:
```
! wB97M-V def2-TZVPD RIJCOSX def2/J DEFGRID3
* xyz 0 1
O 2.777 1.438 -1.921
O 1.934 0.300 3.002
O 3.890 0.584 1.242
O -2.889 -0.190 1.667
O 3.906 -1.110 -0.977
O -3.453 -0.146 -2.658
O -0.011 -2.392 1.940
O -2.510 -2.473 0.474
O 2.232 -3.105 0.522
O -0.675 -0.016 3.043
N -1.146 -0.552 -1.424
C -1.277 2.632 -1.928
C -0.422 0.508 -0.793
C -1.311 1.749 -0.713
C -0.929 2.497 0.595
C -0.267 -1.495 -2.202
H -3.225 -1.099 -2.527
H -2.432 1.524 -0.576
H 0.597 0.697 -1.278
H 1.343 -2.756 1.007
H -1.839 -0.942 -0.834
H 2.364 1.157 3.397
H -2.775 -3.280 0.927
H 0.319 0.103 3.004
H 4.393 -0.171 0.944
H 0.053 -1.960 2.801
H 0.749 -1.104 -2.281
H 1.871 1.762 -2.254
H 0.024 2.994 0.664
H -2.840 -1.589 0.969
H -0.210 0.169 0.306
H -3.203 0.326 0.934
H -1.493 3.519 0.559
H 2.398 0.192 2.102
H 3.253 -1.907 -0.854
H 3.393 2.230 -1.994
H 3.355 -0.396 -1.099
H -2.618 0.324 -2.555
H -2.370 2.668 -2.263
H -1.165 2.072 1.549
H 3.715 1.049 0.333
H -0.823 3.694 -1.977
H -0.609 -2.013 -3.053
H -0.962 1.939 -2.747
H -0.098 -2.359 -1.459
H -1.053 0.471 3.869
H 2.826 -3.258 1.234
H -2.005 0.020 1.874
H -0.781 -2.306 1.409
*
```

Mulliken population analysis, charges in e, atoms 1 to 6:
1 O -0.633
2 O -0.718
3 O -0.722
4 O -0.759
5 O -0.656
6 O -0.705


(3)
A cluster of 11 separate species, C5H34N2O10 in total in a non-equilibrium geometry, computed with ωB97M-V/def2-TZVPD.

Results
SMILES: CN[C@@H](C)CCN.O.O.O.O.O.O.O.O.O.O
Energy above the lowest of the compared OMol25 structures with the same formula, charge and spin in kcal/mol: 57.06
E_HOMO in hartree: -0.3386
Lowest unoccupied orbital energy in eV: 0.26

Geometry as ORCA input:
```
! wB97M-V def2-TZVPD RIJCOSX def2/J DEFGRID3
* xyz 0 1
O 1.517 0.334 -3.695
O -2.058 -2.649 1.643
O -2.777 3.787 0.984
O 0.406 -4.216 0.345
O 0.796 0.806 3.856
O -3.672 -1.566 -0.350
O -1.451 -2.141 -1.664
O 0.564 -1.866 1.655
O 1.032 4.637 -1.402
O 0.952 -2.169 -2.896
N -0.300 1.709 1.401
N 2.395 -0.980 -0.286
C -0.378 1.638 -1.124
C -1.459 0.973 1.937
C 2.851 0.438 -0.355
C 0.299 1.103 0.173
C 1.826 1.334 0.304
H 1.342 -4.452 0.398
H 0.351 -3.417 0.889
H 0.926 -2.839 -3.558
H 1.958 1.394 1.419
H 0.137 0.023 0.176
H 0.900 -1.350 2.454
H 0.127 -2.234 -2.330
H 2.325 -0.029 -4.065
H 0.790 1.083 2.880
H -2.383 4.447 0.408
H -3.082 2.967 0.607
H 2.865 0.888 -1.354
H -0.001 0.321 4.033
H -2.439 1.396 1.652
H -0.823 2.626 -1.038
H 1.185 -0.499 -3.326
H -3.328 -2.113 0.380
H -0.614 2.665 1.243
H 2.036 2.417 0.080
H -1.503 1.010 3.035
H 3.806 0.416 0.068
H 0.933 3.969 -2.094
H -1.515 -0.107 1.707
H -1.909 -3.589 1.541
H 1.912 -1.359 -1.092
H -1.159 -2.284 1.652
H 1.432 4.109 -0.700
H -4.542 -1.724 -0.706
H 0.276 1.438 -1.996
H 1.157 -1.515 0.971
H -2.326 -1.715 -1.452
H -1.271 -2.601 -0.846
H -1.277 1.123 -1.456
H 3.171 -1.636 -0.109
*
```

Mulliken population analysis, charges in e, atoms 1 to 6:
1 O -0.645
2 O -0.693
3 O -0.636
4 O -0.673
5 O -0.695
6 O -0.654


(4)
A cluster of 11 separate species, C5H34N2O10S in total in a non-equilibrium geometry, computed with ωB97M-V/def2-TZVPD.

Results
SMILES: CCN[C@@H](CN)CS.O.O.O.O.O.O.O.O.O.O
Energy above the lowest of the compared OMol25 structures with the same formula, charge and spin in kcal/mol: 67.35
E_HOMO in hartree: -0.3066
Lowest unoccupied orbital energy in eV: 0.10

Geometry as ORCA input:
```
! wB97M-V def2-TZVPD RIJCOSX def2/J DEFGRID3
* xyz 0 1
S -2.327 -2.485 1.291
O 3.482 1.639 1.054
O 1.128 1.419 2.681
O -0.464 1.396 -3.884
O 1.173 -2.517 0.986
O 2.436 -0.936 2.755
O 1.796 3.424 -0.362
O -0.831 -1.179 -3.890
O -1.396 0.895 3.123
O -0.243 2.953 0.916
O 1.051 -2.714 -1.851
N -3.163 0.952 0.725
N -0.261 0.011 -1.149
C 1.156 0.086 -0.902
C -2.558 0.258 -0.402
C 1.811 0.867 -2.073
C -1.168 -0.498 -0.091
C -1.423 -1.989 -0.148
H -0.414 -0.412 -2.056
H -0.130 -0.621 -4.273
H 1.222 -3.527 -2.338
H -1.532 0.039 3.559
H 1.373 1.857 -2.237
H -0.812 -0.097 0.861
H -0.502 -2.606 -0.133
H 3.354 -0.902 2.445
H -0.414 2.015 0.752
H 1.898 0.520 -3.107
H 1.518 2.730 -0.983
H 1.175 -3.317 1.508
H 1.108 3.334 0.325
H -2.840 0.514 1.580
H 0.103 2.950 1.816
H -1.911 -2.332 -1.076
H -0.377 1.519 -2.934
H 1.741 -0.845 -0.886
H 1.480 0.581 2.314
H 3.178 2.444 0.584
H -0.767 2.179 -4.358
H 1.964 -1.396 2.022
H -2.232 0.910 -1.222
H 1.682 1.481 3.469
H 0.474 -2.190 -2.419
H 1.214 -2.456 0.015
H -3.240 -0.462 -0.890
H 1.538 0.640 -0.027
H 4.225 1.398 0.483
H -1.581 -0.620 -4.134
H -0.417 1.012 3.004
H 2.876 1.107 -1.892
H -2.798 1.897 0.782
H -3.567 -2.174 0.812
*
```

Mulliken population analysis, charges in e, atoms 1 to 6:
1 S -0.248
2 O -0.557
3 O -0.639
4 O -0.577
5 O -0.813
6 O -0.732


(5)
A cluster of 12 separate species, C5H34N2O12 in total in a non-equilibrium geometry, computed with ωB97M-V/def2-TZVPD.

Results
SMILES: CN[C@H](C)CNC=O.O.O.O.O.O.O.O.O.O.O.O
Energy above the lowest of the compared OMol25 structures with the same formula, charge and spin in kcal/mol: 78.15
E_HOMO in hartree: -0.3311
Lowest unoccupied orbital energy in eV: 0.17

Geometry as ORCA input:
```
! wB97M-V def2-TZVPD RIJCOSX def2/J DEFGRID3
* xyz 0 1
O -1.884 3.822 -0.278
O 1.524 1.201 -0.302
O -0.105 2.181 -3.202
O 1.455 -1.440 -0.278
O 3.366 -3.373 1.416
O 2.506 2.519 2.512
O 0.505 4.145 1.599
O 2.809 -1.559 3.595
O 1.368 -4.086 -0.356
O 0.655 0.029 4.373
O 1.686 -2.962 -3.053
O 0.234 -0.704 -3.566
N -1.660 0.026 0.323
N -2.077 1.828 -2.180
C -3.337 -1.381 -0.960
C -2.046 0.387 -2.029
C -2.032 -0.335 1.707
C -1.130 2.624 -2.680
C -2.684 -0.049 -0.693
H -1.273 4.538 -0.500
H 2.495 2.244 3.436
H 0.637 -3.503 -0.603
H -4.357 -1.282 -1.339
H -1.228 3.117 -0.214
H -3.083 -0.602 1.804
H 1.365 -0.598 4.195
H -2.876 2.282 -1.769
H -2.883 -2.140 -1.592
H 0.680 0.103 -3.287
H 0.877 1.821 0.052
H -1.588 -1.325 1.885
H -1.695 0.353 2.476
H -3.384 0.759 -0.467
H 1.347 -0.489 -0.478
H 1.868 -1.624 0.567
H 1.598 -3.883 -1.299
H -3.500 -1.917 -0.009
H -0.491 -0.473 -4.143
H -1.269 3.705 -2.647
H 1.487 -2.123 -2.627
H 3.338 -3.564 0.475
H -1.018 0.043 -2.013
H 2.102 1.696 -0.881
H -0.853 -0.552 0.132
H 2.589 -3.800 1.787
H 3.450 -2.200 3.269
H 2.102 -2.766 -3.891
H -2.463 -0.110 -2.909
H 2.414 -1.128 2.835
H 1.236 3.859 2.188
H 0.726 0.412 5.248
H 0.051 4.584 2.337
H 2.447 1.688 2.031
*
```

Mulliken population analysis, charges in e, atoms 1 to 6:
1 O -0.612
2 O -0.566
3 O -0.593
4 O -0.418
5 O -0.653
6 O -0.660


(6)
A cluster of 12 separate species, C5H34NO13 in total in a non-equilibrium geometry, computed with ωB97M-V/def2-TZVPD.

Results
Energy above the lowest of the compared OMol25 structures with the same formula, charge and spin in kcal/mol: 41.77
E_HOMO in hartree: -0.4358
Lowest unoccupied orbital energy in eV: -2.34

Geometry as ORCA input:
```
! wB97M-V def2-TZVPD RIJCOSX def2/J DEFGRID3
* xyz 1 1
O 1.875 -2.158 0.321
O -2.610 -2.607 2.858
O 1.014 -0.936 -2.223
O 4.274 0.609 1.350
O 2.521 2.287 -2.315
O -2.323 -3.678 0.068
O -4.994 -0.745 0.068
O 4.906 -0.727 -1.041
O 0.064 2.957 -1.114
O -3.639 1.585 0.257
O -0.675 -0.700 -4.688
O -2.954 0.235 2.640
O 3.305 2.889 0.374
N -0.900 0.434 -0.674
C 0.361 0.280 1.543
C 0.186 2.415 0.177
C 0.688 -2.120 0.560
C 0.336 0.907 0.099
C 0.129 -1.201 1.610
H 5.003 0.604 1.968
H -2.387 -3.816 1.022
H -4.727 -1.365 0.750
H -4.927 -1.282 -0.728
H 1.253 0.561 -0.354
H 5.166 -0.271 -1.851
H 0.058 -2.832 0.006
H -2.140 -4.539 -0.316
H 3.634 3.769 0.601
H 3.129 2.861 -2.780
H -3.342 0.533 3.472
H -3.250 -1.889 2.914
H -2.719 -3.205 3.595
H 1.423 0.483 1.738
H 0.926 -1.401 -3.059
H -0.665 2.771 0.756
H -3.565 0.642 2.006
H 1.839 -0.460 -2.123
H -0.756 -1.460 -5.275
H 5.667 -1.252 -0.803
H -4.104 2.348 -0.115
H -4.240 0.816 0.319
H 4.181 0.026 0.589
H -1.117 1.197 -1.328
H 2.965 2.313 -1.444
H -1.562 -0.340 -4.647
H 0.683 -1.606 2.471
H 3.823 2.232 0.878
H 0.800 2.630 -1.660
H -1.742 0.470 -0.088
H 1.110 2.702 0.703
H -0.913 -1.423 1.836
H -0.161 0.907 2.264
H -0.909 -0.449 -1.188
*
```

Mulliken population analysis, charges in e, atoms 1 to 6:
1 O -0.511
2 O -0.554
3 O -0.486
4 O -0.630
5 O -0.648
6 O -0.619


(7)
A cluster of 13 separate species, C5H34NO14 in total in a non-equilibrium geometry, computed with ωB97M-V/def2-TZVPD.

Results
Energy above the lowest of the compared OMol25 structures with the same formula, charge and spin in kcal/mol: 55.33
E_HOMO in hartree: -0.2497
Lowest unoccupied orbital energy in eV: 2.60

Geometry as ORCA input:
```
! wB97M-V def2-TZVPD RIJCOSX def2/J DEFGRID3
* xyz -1 1
O -2.320 1.566 -2.342
O 2.947 -1.030 -0.435
O 0.186 0.273 -2.924
O -0.707 -3.765 -1.451
O 1.555 -2.902 -2.082
O -0.351 -1.732 0.323
O -1.861 -0.715 -0.974
O 2.017 1.084 -4.529
O -2.244 4.335 0.422
O -4.328 -1.176 -2.831
O 2.452 -2.895 2.204
O 3.688 1.631 0.312
O -0.983 0.038 4.766
O 1.473 -0.887 3.556
N -2.154 1.412 0.984
C -1.008 0.455 0.973
C 0.239 1.252 0.584
C 0.795 2.366 1.450
C 1.055 2.024 2.919
C -1.041 -0.748 0.012
H 1.788 -0.963 2.648
H 0.990 2.909 3.549
H 0.085 1.590 -0.466
H 0.262 1.327 3.146
H -3.467 -1.485 -2.525
H 0.966 0.519 0.200
H -2.936 3.806 0.827
H -2.101 2.027 0.183
H -2.991 0.845 0.911
H -3.127 1.263 -2.758
H 1.276 -2.291 -2.785
H 2.923 -1.669 -1.148
H -1.420 -3.364 -1.969
H 1.122 1.433 -4.617
H 1.693 2.712 0.930
H 1.944 1.427 3.052
H -1.408 4.117 0.849
H -0.626 -2.979 -0.847
H -2.177 0.906 -1.619
H 1.694 -3.356 1.821
H 2.733 1.496 0.350
H -1.374 0.547 4.056
H -0.035 -0.080 4.579
H 2.246 -0.891 0.204
H 3.107 -3.048 1.514
H -0.270 0.935 -2.388
H -0.376 -0.508 -2.842
H 1.730 -1.764 3.875
H 2.049 1.048 -3.564
H -4.614 -0.378 -2.375
H 3.969 0.834 -0.161
H 0.682 -3.182 -1.761
H -0.939 -0.107 1.902
H 0.079 3.184 1.457
*
```

Mulliken population analysis, charges in e, atoms 1 to 6:
1 O -0.614
2 O -0.569
3 O -0.568
4 O -0.795
5 O -0.709
6 O -0.855


(8)
A cluster of 12 separate species, C5H37N3O11 in total in a non-equilibrium geometry, computed with ωB97M-V/def2-TZVPD.

Results
SMILES: CC[C@H](CN)NCN.O.O.O.O.O.O.O.O.O.O.O
Energy above the lowest of the compared OMol25 structures with the same formula, charge and spin in kcal/mol: 45.05
E_HOMO in hartree: -0.3126
Lowest unoccupied orbital energy in eV: 0.33

Geometry as ORCA input:
```
! wB97M-V def2-TZVPD RIJCOSX def2/J DEFGRID3
* xyz 0 1
O -2.742 2.439 -2.563
O 3.057 0.074 2.046
O -4.567 -1.513 -0.099
O 1.384 -3.341 0.814
O 3.776 -2.526 1.583
O 0.251 -2.745 -3.138
O 0.882 1.159 3.239
O 0.128 -1.318 2.047
O -1.939 -2.933 -1.704
O -1.461 -3.938 1.084
O 3.471 2.893 0.635
N -1.570 -0.054 -1.751
N 0.788 1.400 -0.258
N 1.666 -0.786 -1.056
C 1.316 0.563 -1.360
C -1.040 4.188 0.541
C -0.633 1.782 -0.368
C -0.894 2.673 0.861
C -1.656 0.673 -0.476
H 0.791 -2.156 -2.579
H 0.656 -0.505 1.981
H -1.581 4.635 1.358
H -2.674 1.105 -0.441
H -0.104 -1.229 2.984
H 0.875 -4.146 0.672
H -2.041 -3.176 1.084
H -3.843 -1.920 0.400
H -1.542 4.259 -0.426
H -1.973 -0.975 -1.777
H 2.608 2.452 0.588
H 3.417 3.494 -0.117
H -1.303 -4.083 0.143
H 0.901 -1.384 -0.776
H 0.790 -2.758 1.342
H 3.884 0.526 2.215
H 1.035 0.971 0.624
H 4.210 -2.554 0.730
H -1.743 2.441 1.502
H 1.819 1.094 3.006
H -2.051 -3.373 -2.553
H -1.049 -2.557 -1.748
H 2.137 1.081 -1.867
H -0.114 4.753 0.402
H -1.907 0.499 -2.520
H 3.163 -0.878 2.242
H 0.571 0.601 -2.152
H -0.037 2.577 1.520
H 0.739 -2.671 -3.965
H -1.712 0.028 0.404
H -3.953 -1.048 -0.691
H -0.734 2.416 -1.246
H -3.471 2.720 -2.006
H -1.936 2.934 -2.438
H 2.425 -0.895 -0.407
H 2.929 -3.012 1.439
H 0.601 2.045 2.997
*
```

Mulliken population analysis, charges in e, atoms 1 to 6:
1 O -0.639
2 O -0.524
3 O -0.667
4 O -0.708
5 O -0.706
6 O -0.687